1:
Density functional theory data (wB97M-V/def2-TZVPD) for 2 unconnected molecules or ions with the total composition C4H8O.

Output
total charge	+1
orbital gap (spin up / spin down)	8.3 / 4.7	eV
E_LUMO (spin up / spin down)	-5.178 / -8.782	eV
spin multiplicity	2

Geometry (Å):
C: -1.385 -1.710 -0.970
C: -2.114 -1.800 0.133
H: -1.415 -0.783 -1.538
H: -0.737 -2.457 -1.409
H: -2.658 -0.935 0.497
H: -2.056 -2.625 0.828
C: 2.068 1.676 -0.449
C: 1.031 1.345 0.407
O: 1.317 1.378 1.642
H: 2.259 1.857 -1.495
H: 2.960 2.052 0.060
H: -0.017 1.231 0.147
H: 0.747 0.772 2.148

=====

2:
Density functional theory data (wB97M-V/def2-TZVPD) for 2 unconnected molecules or ions with the total composition C4H8O.

Output
total charge	+1
orbital gap (spin up / spin down)	8.0 / 3.9	eV
E_LUMO (spin up / spin down)	-5.744 / -9.799	eV
spin multiplicity	2

Geometry (Å):
O: 1.646 -3.375 -0.587
C: 1.546 -2.326 -0.124
H: 1.449 -2.195 0.944
H: 1.473 -1.354 -0.706
C: -1.758 1.150 -0.284
C: -0.324 0.874 -0.334
C: 0.544 1.108 0.702
H: -2.074 1.852 -1.053
H: -2.028 1.538 0.703
H: -2.277 0.193 -0.418
H: -0.041 0.154 -1.085
H: 1.546 0.723 0.648
H: 0.299 1.660 1.593

=====

Most stable of them? 1.

=====

1:
Density functional theory data (wB97M-V/def2-TZVPD) for C10H19N3O4 in the gas phase.

Output
total charge	0
orbital gap	9.7	eV
E_LUMO	0.509	eV
structure (SMILES)	CC[C@H](C)[C@H](N)C(=O)N[C@@H](CC(N)=O)C(=O)O

Geometry (Å):
C: -0.829 -2.614 -3.026
C: -1.065 -1.179 -3.440
C: -0.010 -0.112 -3.447
C: 1.390 -0.699 -3.809
C: 0.082 0.601 -2.104
N: 1.178 1.517 -2.128
C: 0.456 -0.220 -0.948
O: 1.415 -0.993 -0.813
N: -0.249 0.149 0.149
C: -0.049 -0.455 1.497
C: 1.003 0.163 2.375
C: 0.576 1.445 3.008
N: 1.526 2.106 3.690
O: -0.528 1.924 2.923
C: -1.315 -0.406 2.212
O: -1.253 -0.605 3.414
O: -2.484 -0.428 1.408
H: -0.882 -3.285 -3.869
H: 0.183 -2.741 -2.576
H: -1.594 -2.834 -2.353
H: -1.917 -1.014 -2.770
H: -1.435 -1.235 -4.529
H: -0.487 0.570 -4.007
H: 2.043 0.241 -3.926
H: 1.359 -1.075 -4.839
H: 1.876 -1.330 -3.041
H: -0.779 1.109 -1.721
H: 1.846 1.672 -1.367
H: 0.801 2.448 -2.350
H: -0.510 1.244 0.236
H: 0.055 -1.573 1.221
H: 1.938 0.228 1.749
H: 1.065 -0.650 3.108
H: 2.393 1.520 3.991
H: 1.315 3.070 4.068
H: -3.103 -1.095 1.638

=====

2:
Density functional theory data (wB97M-V/def2-TZVPD) for C10H19N3O4 in the gas phase.

Output
total charge	0
orbital gap	10.2	eV
E_LUMO	0.404	eV
structure (SMILES)	CC[C@H](C)[C@H](N)C(=O)N[C@@H](CC(N)=O)C(=O)O

Geometry (Å):
C: -3.415 1.838 0.084
C: -4.224 0.587 -0.010
C: -3.473 -0.693 0.096
C: -3.357 -1.198 1.525
C: -2.190 -0.762 -0.779
N: -1.845 -2.119 -1.182
C: -0.926 -0.125 -0.071
O: -0.876 0.435 0.984
N: 0.224 -0.425 -0.734
C: 1.531 0.024 -0.201
C: 2.706 -0.814 -0.705
C: 3.818 -0.903 0.295
N: 4.194 0.305 0.833
O: 4.369 -1.932 0.686
C: 1.644 1.529 -0.316
O: 2.575 2.083 -0.863
O: 0.610 2.213 0.140
H: -2.522 1.722 -0.537
H: -3.830 2.796 -0.334
H: -3.113 2.131 1.127
H: -4.814 0.529 -0.969
H: -5.010 0.574 0.802
H: -4.207 -1.368 -0.343
H: -2.972 -2.301 1.509
H: -4.302 -1.144 1.944
H: -2.649 -0.481 2.059
H: -2.459 -0.279 -1.746
H: -2.513 -2.510 -1.872
H: -1.956 -2.635 -0.351
H: 0.157 -1.029 -1.538
H: 1.427 -0.212 0.923
H: 3.031 -0.488 -1.710
H: 2.500 -1.847 -0.747
H: 4.137 1.114 0.166
H: 4.984 0.244 1.470
H: -0.002 1.565 0.635

=====

Most stable of them? 2.

=====

1:
Density functional theory data (wB97M-V/def2-TZVPD) for a molecular structure, C6H10FINO3.

Output
total charge	+1
orbital gap (spin up / spin down)	4.7 / 4.7	eV
E_LUMO (spin up / spin down)	-5.647 / -5.647	eV

Geometry (Å):
C: 0.208 -2.277 0.275
C: -0.461 -0.956 1.050
C: 1.447 0.179 -0.693
C: 2.458 -1.048 0.040
C: 1.668 -2.324 0.012
C: -0.368 1.387 0.650
N: -1.093 2.386 -0.138
O: -1.009 0.167 0.382
O: 0.971 1.251 0.157
O: 3.719 -1.045 -0.479
F: 2.216 -3.427 -0.372
I: 4.793 0.533 0.140
H: -0.170 -3.135 0.774
H: -0.339 -2.192 -0.720
H: -1.215 -1.343 1.696
H: 0.408 -0.713 1.836
H: 2.130 0.572 -1.300
H: 0.623 -0.392 -1.390
H: 2.322 -0.747 1.042
H: -2.106 2.208 -0.196
H: -0.898 2.508 -1.276
H: -0.923 3.290 0.185

=====

2:
Density functional theory data (wB97M-V/def2-TZVPD) for a gas-phase ion, C6H10FINO3 (charge +1).

Output
total charge	+1
orbital gap	8.7	eV
E_LUMO	-3.992	eV
structure (SMILES)	[NH3+][C@]12OCC[C@@]1(F)[C@@H](OI)CO2

Geometry (Å):
N: -2.232 0.377 0.979
C: -1.122 0.159 -0.055
O: -1.329 -0.921 -0.851
C: -0.288 -1.713 -1.049
C: 0.619 -1.527 0.209
C: 0.366 -0.130 0.676
F: 0.104 -0.103 1.969
C: 1.228 1.069 0.196
O: 2.386 0.638 -0.446
I: 4.047 0.125 0.573
C: 0.404 1.642 -1.000
O: -0.996 1.374 -0.619
H: -2.690 -0.465 1.391
H: -2.912 0.960 0.561
H: -1.847 1.031 1.640
H: 0.328 -1.175 -1.784
H: -0.713 -2.697 -1.343
H: 0.218 -2.235 0.949
H: 1.602 -1.828 0.082
H: 1.467 1.672 1.043
H: 0.637 2.709 -1.215
H: 0.724 1.035 -1.905

=====

Most stable of them? 2.

=====

1:
Density functional theory data (wB97M-V/def2-TZVPD) for 2 unconnected molecules or ions with the total composition H4IN2P.

Output
total charge	0
orbital gap	8.7	eV
E_LUMO	-0.343	eV
structure (SMILES)	[H]/N=P\I.N

Geometry (Å):
H: -1.418 0.873 -0.487
N: -1.916 1.513 0.227
P: -1.805 1.770 1.666
I: -0.246 0.202 2.959
N: 1.229 0.421 0.037
H: 1.464 1.094 -0.746
H: 1.499 -0.424 -0.365
H: 1.832 0.509 0.827

=====

2:
Density functional theory data (wB97M-V/def2-TZVPD) for 2 unconnected molecules or ions with the total composition H4IN2P.

Output
total charge	0
orbital gap	6.7	eV
E_LUMO	-1.035	eV

Geometry (Å):
N: 0.251 1.560 0.472
N: -1.391 -1.577 -0.691
P: 0.569 0.590 -0.829
I: 2.536 -0.634 -0.066
H: 0.464 1.654 1.392
H: -0.401 2.293 0.357
H: -0.596 -2.204 -0.974
H: -1.431 -1.681 0.339

=====

3:
Density functional theory data (wB97M-V/def2-TZVPD) for 2 unconnected molecules or ions with the total composition H4IN2P.

Output
total charge	0
orbital gap	5.8	eV
E_LUMO	-1.300	eV

Geometry (Å):
N: -0.069 -1.535 0.391
N: 0.920 1.875 -0.086
P: -0.683 -0.727 -0.881
I: -2.746 0.229 -0.044
H: -0.632 -1.808 1.228
H: 0.700 -2.249 0.352
H: 1.950 1.702 -0.095
H: 0.558 2.514 -0.864

=====

4:
Density functional theory data (wB97M-V/def2-TZVPD) for 2 unconnected molecules or ions with the total composition H4IN2P.

Output
total charge	0
orbital gap	8.6	eV
E_LUMO	-0.477	eV
structure (SMILES)	[H]/N=P\I.N

Geometry (Å):
H: 1.110 0.024 0.353
N: 0.816 0.523 1.166
P: 0.069 0.805 2.421
I: -1.515 -1.076 2.861
N: -0.014 -0.247 -1.500
H: -0.745 -0.756 -2.053
H: 0.699 0.213 -2.226
H: -0.421 0.514 -1.022

=====

Most stable of them? 4.

=====

1:
Density functional theory data (wB97M-V/def2-TZVPD) for 4 unconnected molecules or ions with the total composition C3H14NO3.

Output
total charge	+1
orbital gap	11.3	eV
E_LUMO	-3.853	eV

Geometry (Å):
C: 0.455 -0.730 -2.091
C: 0.760 -1.257 -0.714
C: -0.557 -0.408 1.284
N: 0.390 -0.297 0.403
H: -0.353 -0.027 -2.213
H: 1.355 -0.380 -2.557
H: -0.036 -1.488 -2.637
H: 0.368 -2.321 -0.508
H: 1.928 -1.611 -0.639
H: -0.681 0.488 1.998
H: -1.341 -1.133 1.449
H: 0.912 0.666 0.309
H: 2.242 2.025 1.288
H: 0.944 2.846 1.009
O: 1.236 1.952 1.212
H: -3.504 -2.536 2.767
H: -3.516 -1.138 2.155
O: -2.937 -1.769 2.541
H: 0.243 2.843 -1.353
H: 1.086 2.049 -2.321
O: 1.005 2.227 -1.382

=====

2:
Density functional theory data (wB97M-V/def2-TZVPD) for 5 unconnected molecules or ions with the total composition C3H14NO3.

Output
total charge	+1
orbital gap	4.6	eV
E_LUMO	-9.197	eV

Geometry (Å):
C: -1.573 -0.850 -1.861
C: -1.721 0.148 -0.919
C: -1.253 1.506 -0.990
O: 0.861 1.322 1.439
N: 2.607 -0.253 0.523
H: -1.030 -0.810 -2.796
H: -2.077 -1.811 -1.781
H: -2.223 -0.066 0.019
H: -1.950 2.242 -0.587
H: -0.562 1.378 -0.056
H: -0.702 1.696 -1.904
H: 0.822 2.127 1.997
H: 3.397 -0.742 0.915
H: 2.080 0.519 0.983
H: 2.904 0.016 -0.409
H: 1.119 -1.291 0.025
H: -0.203 -2.007 -0.190
O: 0.404 -1.422 -0.664
H: -0.012 0.119 1.756
H: -0.261 -1.181 2.592
O: -0.627 -0.639 1.907

=====

Most stable of them? 1.

=====

1:
Density functional theory data (wB97M-V/def2-TZVPD) for C2H4N4O2 in the gas phase.

Output
total charge	0
orbital gap	9.9	eV
E_LUMO	-0.418	eV
structure (SMILES)	CNn1onnc1=O

Geometry (Å):
C: 1.514 -0.154 0.505
N: 0.802 0.427 -0.687
N: -0.534 0.060 -0.591
O: -0.883 -1.280 -0.330
N: -2.190 -1.197 -0.045
N: -2.424 -0.039 0.252
C: -1.504 0.845 -0.122
O: -1.408 2.047 -0.021
H: 2.631 0.103 0.393
H: 1.596 -1.178 0.603
H: 1.136 0.250 1.480
H: 1.265 0.115 -1.438

=====

2:
Density functional theory data (wB97M-V/def2-TZVPD) for 2 unconnected molecules or ions with the total composition C2H4N4O2.

Output
total charge	0
orbital gap	8.9	eV
E_LUMO	-1.220	eV

Geometry (Å):
C: -1.571 -0.228 -0.407
C: 0.559 -0.098 0.196
N: -0.945 -1.529 -0.409
N: 0.237 -1.445 -0.106
N: -0.468 0.694 -0.312
N: 1.924 0.338 -0.071
O: 2.852 -0.376 0.159
O: 2.096 1.470 -0.593
H: -2.318 -0.103 -1.177
H: -2.077 -0.320 0.596
H: 0.397 0.077 1.843
H: -0.686 1.521 0.278

=====

3:
Density functional theory data (wB97M-V/def2-TZVPD) for C2H4N4O2 in the gas phase.

Output
total charge	0
orbital gap	9.1	eV
E_LUMO	-1.199	eV
structure (SMILES)	Cn1nnc(=O)n1O

Geometry (Å):
C: -1.183 0.005 -1.453
N: -0.260 -0.272 -0.380
N: -0.582 -1.393 0.284
N: -0.211 -1.254 1.555
C: 0.566 0.012 1.478
O: 1.416 0.373 2.338
N: 0.336 0.806 0.407
O: 1.816 0.794 -0.113
H: -1.778 -0.938 -1.534
H: -0.360 0.113 -2.248
H: -1.739 0.867 -1.361
H: 1.979 0.886 1.026

=====

Most stable of them? 1.

=====

1:
Density functional theory data (wB97M-V/def2-TZVPD) for 2 unconnected molecules or ions with the total composition C2H4N4O2.

Output
total charge	0
orbital gap (spin up / spin down)	9.1 / 7.7	eV
E_LUMO (spin up / spin down)	-1.814 / -1.099	eV

Geometry (Å):
C: 0.968 -1.800 -0.359
C: 1.307 -0.433 -0.594
N: 0.638 -2.899 -0.258
N: -0.651 -0.159 1.460
N: 0.831 0.221 -1.656
N: 2.108 0.472 0.168
O: 2.787 0.119 1.117
O: 1.967 1.709 0.047
H: -0.160 0.244 2.194
H: -0.987 -1.098 1.620
H: 1.097 1.251 -1.667
H: 0.585 -0.271 -2.534

=====

2:
Density functional theory data (wB97M-V/def2-TZVPD) for C2H4N4O2 in the gas phase.

Output
total charge	0
orbital gap	9.6	eV
E_LUMO	0.669	eV
structure (SMILES)	[H]/N=c1/[nH]o/c(=N\N)o1

Geometry (Å):
H: 2.419 2.238 -0.593
N: 2.621 1.303 -0.208
C: 1.621 0.571 -0.174
N: 1.476 -0.766 0.201
O: 0.091 -0.964 0.362
C: -0.532 0.094 -0.264
N: -1.760 0.211 -0.418
N: -2.573 -0.879 -0.073
O: 0.421 0.917 -0.728
H: 1.934 -0.873 1.070
H: -2.217 -1.309 0.816
H: -3.502 -0.543 0.009

=====

Most stable of them? 2.